121
Properties=species:S:1:pos:R:3:forces:R:3 method="wB97M-V/def2-TZVPD" energy_ev=-161608.5513 homo_lumo_gap_ha=0.3379 homo_energy_ev=-9.1 multiplicity=1 lumo_ev=0.1
Cs -0.300 -0.649 -0.047 -0.1 -0.2 0.8
B -3.035 0.522 2.591 -0.7 -1.3 -0.4
F -2.169 1.492 2.041 -0.2 -0.3 0.1
F -3.012 0.488 3.967 0.5 0.2 0.3
F -4.386 0.714 2.189 0.7 0.3 -0.3
F -2.622 -0.792 2.085 0.0 0.8 0.1
C -3.336 2.420 -1.140 -1.0 -1.2 0.8
C -3.174 2.547 -2.651 0.8 0.0 0.3
C -3.120 1.093 -3.233 0.0 1.6 0.3
S -4.060 0.107 -2.107 1.6 -1.0 -0.2
O -3.094 -0.789 -1.468 -0.7 0.6 -0.4
O -5.259 -0.382 -2.704 -0.6 -0.8 -0.4
C -4.446 1.337 -1.013 0.4 1.1 2.6
H -3.621 3.293 -0.512 0.3 -0.3 -0.9
H -2.483 1.956 -0.661 0.6 0.3 0.0
H -2.234 3.141 -2.871 -1.7 -0.6 -0.3
H -4.128 2.933 -2.997 0.3 0.9 -0.5
H -2.128 0.716 -3.083 0.7 -0.3 -0.7
H -3.556 1.092 -4.235 0.4 -0.5 0.1
H -4.467 0.902 0.022 -0.4 0.4 -0.9
H -5.392 1.700 -1.356 -0.8 0.4 0.2
C -0.151 -4.052 3.528 1.8 0.3 0.5
C -1.179 -3.661 4.568 -0.8 1.0 -0.2
C -1.194 -2.117 4.614 0.6 -0.9 -0.4
S 0.519 -1.591 4.400 0.3 2.2 -0.8
O 1.175 -1.183 5.640 -0.6 -0.9 -0.3
O 0.621 -0.534 3.350 -0.5 -2.1 0.9
C 1.145 -3.164 3.804 -2.5 -0.5 0.7
H -0.498 -3.816 2.549 -0.4 0.0 -0.9
H 0.125 -5.120 3.594 -0.1 0.5 -0.2
H -0.891 -3.934 5.578 -0.1 -0.8 0.0
H -2.199 -4.032 4.259 1.0 0.3 0.7
H -1.542 -1.730 5.538 -0.4 0.5 0.8
H -1.756 -1.726 3.797 -0.3 0.6 -0.6
H 1.584 -3.642 4.659 1.0 0.1 0.2
H 1.733 -2.873 2.971 1.0 -0.4 -0.8
C 1.566 2.054 4.779 0.3 -0.3 1.5
C 3.067 1.730 4.987 -0.9 -2.8 -0.4
C 3.518 0.995 3.692 0.2 1.2 -0.3
S 2.708 1.960 2.392 1.0 -0.3 1.3
O 2.230 1.130 1.334 -0.6 -0.9 -1.5
O 3.613 3.026 2.016 -0.3 0.4 0.2
C 1.331 2.516 3.384 0.5 1.9 -1.0
H 1.125 2.755 5.547 0.6 -0.8 -0.8
H 1.097 1.080 4.829 -0.4 0.1 0.5
H 3.178 0.956 5.812 0.1 1.5 -0.6
H 3.654 2.587 5.036 1.1 1.5 0.8
H 3.099 0.012 3.632 0.0 -0.7 -0.1
H 4.609 1.051 3.466 -0.8 -0.2 0.3
H 0.448 2.018 2.968 0.0 0.8 -0.2
H 1.463 3.640 3.285 -0.9 -1.2 -0.1
C 1.968 4.136 -1.139 0.8 0.9 3.9
C 1.227 4.979 -2.188 -1.8 -2.0 1.2
C 0.117 3.916 -2.651 0.6 0.3 -1.1
S 1.022 2.366 -2.660 -1.2 -1.5 -1.6
O 1.412 2.120 -4.042 0.0 -0.1 0.3
O 0.279 1.278 -1.993 0.7 1.6 -0.6
C 2.405 2.826 -1.710 -0.6 -0.3 0.2
H 1.338 3.905 -0.198 0.5 0.7 -1.6
H 2.899 4.625 -0.690 -1.3 -0.3 -0.7
H 1.916 5.287 -2.937 0.2 0.3 -1.0
H 0.729 5.817 -1.699 0.1 0.0 -0.2
H -0.340 3.927 -3.695 0.8 0.5 1.3
H -0.669 3.796 -1.915 0.1 0.4 0.4
H 3.225 3.037 -2.351 0.9 -0.5 -0.8
H 2.511 1.980 -1.031 0.5 0.4 0.3
C -3.820 -3.462 -0.150 0.2 -0.3 -0.6
C -3.099 -4.193 1.022 -0.8 0.0 0.8
C -2.398 -5.410 0.412 -1.6 0.1 -0.2
S -1.556 -4.594 -0.861 0.5 0.0 -1.2
O -1.033 -5.513 -1.865 0.0 0.7 0.5
O -0.672 -3.663 -0.169 0.3 -0.2 -0.7
C -2.981 -3.645 -1.477 0.1 -2.1 2.2
H -3.886 -2.400 0.031 -0.1 0.2 0.2
H -4.847 -3.832 -0.280 0.4 -0.1 0.0
H -3.809 -4.434 1.838 0.2 -0.2 -0.6
H -2.353 -3.565 1.516 -0.1 0.1 -0.3
H -3.152 -5.999 -0.160 0.5 -0.2 0.8
H -1.735 -5.956 1.066 0.1 -0.3 0.0
H -3.397 -4.164 -2.336 -0.2 0.1 0.2
H -2.512 -2.756 -1.709 0.5 1.8 -1.0
C 5.152 -0.035 -1.128 0.2 -1.5 -2.0
C 3.927 -0.569 -1.949 0.4 -1.4 0.3
C 3.737 -2.083 -1.535 0.3 -0.3 0.3
S 4.360 -2.210 0.186 -3.6 2.1 1.1
O 5.426 -3.137 0.331 0.9 -0.8 0.0
O 3.187 -2.237 1.112 1.8 -0.7 -1.5
C 4.877 -0.508 0.262 1.5 0.0 0.1
H 5.302 1.045 -1.135 -0.1 -0.1 -0.3
H 6.039 -0.566 -1.617 -0.8 0.9 0.9
H 4.031 -0.498 -3.039 0.0 0.1 0.3
H 2.991 -0.141 -1.652 -0.4 0.8 0.1
H 4.271 -2.850 -2.130 -0.1 0.6 0.2
H 2.682 -2.376 -1.435 0.3 0.1 -0.3
H 5.756 -0.425 0.885 0.2 -0.1 0.4
H 4.077 0.084 0.647 -0.7 0.1 0.6
C 1.541 -1.960 -6.014 0.8 0.5 1.3
C 1.901 -3.197 -5.078 -2.4 0.7 -2.2
C 0.509 -3.678 -4.583 0.3 -0.1 -1.0
S -0.295 -2.189 -4.019 -0.2 0.2 0.6
O 0.320 -1.778 -2.759 -0.1 -0.3 -0.8
O -1.743 -2.273 -4.062 0.8 0.0 -0.2
C 0.342 -1.185 -5.351 1.0 1.4 -0.8
H 1.266 -2.301 -6.990 -0.2 -0.3 -0.6
H 2.429 -1.262 -6.137 -1.1 -0.9 0.2
H 2.484 -2.843 -4.283 0.9 0.2 1.3
H 2.405 -3.956 -5.674 0.1 0.0 0.3
H 0.584 -4.413 -3.818 -0.2 -0.4 1.0
H -0.138 -4.112 -5.382 0.6 0.5 0.3
H 0.753 -0.207 -5.000 -0.6 -0.8 0.4
H -0.467 -0.892 -6.046 0.3 -0.6 0.3
C -3.011 4.345 2.205 -0.5 2.7 0.9
S -1.287 4.813 1.899 0.5 -0.1 -2.4
O -0.949 4.467 0.423 -0.5 0.1 1.9
C -1.341 6.655 1.786 -0.2 0.0 1.2
H -3.223 4.727 3.249 0.2 -0.3 -1.0
H -3.075 3.287 2.239 0.0 -0.9 -0.3
H -3.730 4.856 1.506 0.8 -0.7 0.5
H -2.348 6.974 1.528 0.0 0.0 -0.2
H -0.629 6.909 0.989 -0.2 -0.2 0.4
H -1.080 7.137 2.768 -0.1 -0.6 -0.9